{"formula": "CH10N2O2", "method": "ωB97M-V/def2-TZVPD", "smiles": "NCN.O.O", "largest_force_ev_per_a": 1.51, "homo_lumo_gap_ha": 0.36660, "lumo_ev": 0.73, "relative_energy_kcal_mol": 8.34, "homo_ev": -9.245, "symbols": ["N", "C", "N", "H", "H", "H", "H", "H", "H", "O", "H", "H", "O", "H", "H"], "xyz": [[-0.1308, -0.7372, -1.3641], [0.5967, -1.0967, -0.2146], [1.6611, -0.1275, 0.2047], [0.3914, -0.4086, -2.1625], [-0.9770, -0.2162, -1.2828], [1.1869, -2.0076, -0.3638], [-0.0896, -1.2828, 0.6074], [1.2885, 0.6115, 0.7922], [2.3314, -0.6547, 0.7395], [-2.6564, -1.0671, 2.0696], [-2.3152, -0.6136, 2.8445], [-2.8459, -1.9615, 2.3622], [0.7001, 2.8286, -0.9995], [1.2573, 3.1203, -1.7263], [0.8590, 1.8760, -0.9746]], "atomic_forces_ev_per_a": [[-0.16, -0.12, -1.09], [1.17, 0.29, 0.90], [-0.73, -0.04, -0.49], [0.25, -0.15, 0.17], [-0.31, 0.23, 0.51], [-0.37, -0.13, -0.27], [-0.31, -0.09, -0.05], [0.03, -0.09, 0.10], [0.33, 0.16, 0.24], [0.06, 0.08, -0.13], [-0.01, 0.02, 0.07], [-0.02, -0.08, 0.04], [0.01, -0.18, -0.09], [0.02, 0.15, 0.00], [0.04, -0.05, 0.09]], "nbo_charge": [-0.856, -0.053, -0.874, 0.365, 0.376, 0.159, 0.180, 0.353, 0.356, -0.938, 0.469, 0.470, -0.948, 0.466, 0.476]}